{"formula": "C8H12NO", "method": "ωB97M-V with the def2-TZVPD basis set", "species": ["C", "C", "C", "C", "C", "C", "C", "C", "N", "O", "H", "H", "H", "H", "H", "H", "H", "H", "H", "H", "H", "H"], "coordinates": [[1.39618, -0.14862, 1.37971], [0.17575, 0.40247, 1.30116], [1.81242, -0.21286, -0.06533], [-0.25200, 0.53227, -0.17451], [3.17895, -0.67178, -0.48842], [-1.00225, 1.82798, -0.52849], [-2.68322, -0.46567, -0.18957], [-1.26522, -0.75752, -0.11388], [0.91672, 0.13699, -0.90540], [-0.72089, -1.88646, -0.17350], [2.04988, -0.24187, 2.19158], [-0.51930, 0.48924, 2.11027], [3.40283, -1.53706, 0.11162], [3.72863, 0.34528, -0.25630], [3.19251, -0.91321, -1.47654], [-1.47352, 2.23900, 0.35558], [-1.57460, 1.74075, -1.41342], [-0.13424, 2.58741, -0.67652], [-3.37248, -1.32161, -0.09460], [-2.80312, -0.02753, -1.19394], [-2.79894, 0.47976, 0.29330], [-1.25410, -2.59695, 0.00720]], "homo_ev": -13.85, "e_above_lowest_ev": 1.8486, "fmax_ev_per_a": 4.56, "total_charge": 1, "lumo_ev": -4.976, "gap_ev": 8.9, "spin_multiplicity": 1}